93
Properties=species:S:1:pos:R:3 method="wB97M-V/def2-TZVPD" spin_multiplicity=1 largest_force_ha_per_bohr=0.1884 charge=+1 lumo_ev=-4.31
C 5.77 -1.56 2.24
C 6.07 -3.14 2.09
C 4.88 -3.92 1.33
O 3.85 -4.13 2.00
O 5.04 -4.38 -0.02
C 4.47 -3.39 -0.91
C 2.99 -3.82 -1.43
N 1.93 -2.84 -0.96
Br 0.91 -3.48 0.43
C 1.89 -1.71 -1.63
N 2.79 -1.47 -2.77
C 2.39 -0.17 -3.24
C 3.04 0.52 -4.51
N 3.58 -0.51 -5.48
N 1.31 0.26 -2.37
C 0.78 1.58 -2.79
C 1.78 2.83 -2.49
C 1.24 3.83 -1.37
Cl 1.82 3.82 -4.08
N 0.99 -0.62 -1.34
S -0.20 -0.12 -0.28
O -0.03 1.33 0.17
O -0.51 -0.81 0.98
C -1.83 -0.09 -1.25
F -2.51 1.12 -1.14
F -1.60 -0.46 -2.62
C -2.82 -1.25 -0.68
F -3.42 -0.91 0.53
F -2.20 -2.51 -0.69
F -3.88 -1.33 -1.64
H 5.98 -1.01 1.28
H 4.71 -1.34 2.59
H 6.47 -1.20 3.08
H 6.23 -3.55 3.14
H 7.02 -3.35 1.50
H 5.14 -3.19 -1.83
H 4.42 -2.38 -0.36
H 2.95 -4.02 -2.55
H 2.83 -4.86 -0.95
H 3.96 1.10 -4.13
H 2.34 1.20 -5.10
H 3.64 0.02 -6.38
H 2.83 -1.21 -5.68
H -0.22 1.88 -2.33
H 0.60 1.57 -3.93
H 2.86 2.48 -2.34
H 1.38 3.45 -0.30
H 0.17 4.20 -1.58
H 1.90 4.78 -1.44
C -3.46 -4.32 1.17
C -2.99 -5.76 1.10
N -2.14 -6.15 2.22
C -1.46 -7.43 2.01
C -2.33 -8.69 1.90
C -2.70 -5.96 3.56
C -4.02 -6.65 3.88
H -2.62 -3.63 1.27
H -4.01 -4.06 0.26
H -4.15 -4.15 2.01
H -2.41 -5.86 0.18
H -3.86 -6.42 1.00
H -0.72 -7.58 2.81
H -0.87 -7.35 1.09
H -2.71 -9.00 2.87
H -1.72 -9.51 1.52
H -3.16 -8.55 1.22
H -2.84 -4.88 3.72
H -1.95 -6.24 4.31
H -4.75 -6.57 3.08
H -4.46 -6.20 4.77
H -3.87 -7.71 4.11
C -1.00 5.78 1.36
C -1.25 7.27 1.54
N -1.06 8.05 0.32
C -1.02 9.49 0.55
C -2.29 10.16 1.08
C -1.84 7.62 -0.84
C -3.36 7.59 -0.70
H -0.01 5.59 0.94
H -1.06 5.27 2.33
H -1.75 5.31 0.71
H -0.54 7.62 2.29
H -2.25 7.42 1.96
H -0.72 9.99 -0.38
H -0.21 9.69 1.26
H -3.05 10.26 0.30
H -2.05 11.17 1.42
H -2.72 9.62 1.92
H -1.50 6.62 -1.13
H -1.58 8.25 -1.70
H -3.69 7.14 0.24
H -3.79 6.99 -1.51
H -3.80 8.59 -0.79

***

87
Properties=species:S:1:pos:R:3 method="wB97M-V/def2-TZVPD" spin_multiplicity=4 largest_force_ha_per_bohr=0.0845 s2=3.757 charge=-1 e_above_lowest_kcal_mol=92.8 lumo_ev="2.22 / 2.21"
C 0.51 1.73 3.66
C -0.48 2.63 2.95
H 1.48 1.74 3.12
H 0.11 0.71 3.73
H 0.72 2.08 4.71
C -0.60 3.94 3.22
C 0.46 4.63 3.96
H -1.53 4.46 2.99
H 1.43 4.24 3.59
H 0.38 4.42 5.04
H 0.40 5.71 3.80
V -2.07 -0.55 1.30
Cl -3.27 -0.45 3.23
Cl -3.92 -0.21 -0.05
C -2.47 -1.10 -3.21
O -1.28 -1.15 -2.86
N -2.86 -0.92 -4.48
C -1.90 -0.69 -5.55
C -4.28 -0.74 -4.78
H -3.32 -1.17 -2.50
H -1.20 -1.53 -5.65
H -1.33 0.23 -5.35
H -2.49 -0.57 -6.46
H -4.83 -1.70 -4.71
H -4.36 -0.38 -5.81
H -4.73 -0.02 -4.08
H 4.96 -1.91 3.69
H 5.74 -0.17 1.01
C 5.58 -2.16 2.82
C 5.64 -1.17 0.58
N 4.88 -1.93 1.56
H 5.89 -3.21 2.92
C 3.79 -2.62 1.17
O 3.24 -2.42 0.09
H 5.12 -1.15 -0.38
H 3.45 -3.36 1.94
H 6.47 -1.52 2.83
H 6.64 -1.64 0.50
O -1.04 0.90 1.39
C -1.52 2.07 1.99
C -1.48 4.20 0.43
C -2.09 3.05 0.95
H -0.52 4.60 0.80
C -2.11 4.89 -0.63
H -2.36 1.73 2.62
C -3.41 2.75 0.59
H -1.55 5.68 -1.14
C -3.38 4.51 -1.07
C -4.07 3.51 -0.37
H -3.93 1.92 1.12
H -3.86 5.00 -1.90
H -5.10 3.25 -0.61
Si 1.22 1.46 -1.20
Cl 2.53 0.68 0.20
C 1.55 3.22 -0.71
C -0.69 1.79 -1.60
C 1.63 0.62 -2.77
H 0.96 3.84 -1.39
H 2.63 3.24 -0.97
H 1.44 3.58 0.34
H 2.67 0.32 -2.59
H 1.55 1.46 -3.49
H 0.97 -0.23 -3.03
H -1.09 2.77 -1.32
H -1.51 1.08 -1.43
H -0.59 1.90 -2.70
C 0.81 -3.32 -1.96
N 0.38 -3.77 -0.65
C 0.36 -5.22 -0.48
C -0.16 -2.94 0.29
N -0.83 -1.82 0.02
N -0.08 -3.28 1.59
C 0.76 -4.27 2.25
C -0.82 -2.48 2.51
H 0.68 -4.14 -2.68
H 1.88 -3.08 -1.93
H 0.22 -2.48 -2.33
H 1.31 -5.61 -0.08
H -0.49 -5.56 0.14
H 0.26 -5.67 -1.47
H -0.92 -1.77 -1.01
H 1.07 -3.84 3.22
H 0.12 -5.13 2.51
H 1.65 -4.58 1.71
H -0.38 -1.47 2.67
H -1.88 -2.40 2.18
H -0.76 -3.05 3.46

***

80
Properties=species:S:1:pos:R:3 method="wB97M-V/def2-TZVPD" spin_multiplicity=1 largest_force_ha_per_bohr=0.0981 charge=-1 lumo_ev="1.95 / 1.92"
Tl -1.15 -1.84 -2.80
Cl -1.09 -4.08 -1.51
P -0.13 1.55 -2.26
C -1.53 1.54 -3.51
C 0.21 3.37 -2.03
C 1.29 0.92 -3.30
C -2.85 1.31 -2.76
H -1.31 0.66 -4.14
C -1.63 2.76 -4.42
H -1.90 3.68 -3.87
H -2.44 2.59 -5.15
H -0.72 2.94 -5.00
H -2.85 0.38 -2.17
H -3.68 1.25 -3.47
H -3.05 2.14 -2.06
H 0.93 -0.07 -3.63
C 2.51 0.70 -2.39
C 1.58 1.76 -4.54
H 0.82 1.62 -5.32
H 2.54 1.45 -4.98
H 1.66 2.84 -4.31
H 2.26 0.71 -1.32
H 3.29 1.46 -2.56
H 2.96 -0.28 -2.63
C -0.81 3.92 -1.02
H 0.04 3.83 -3.01
C 1.63 3.69 -1.57
H -1.84 3.85 -1.39
H -0.60 4.98 -0.85
H -0.73 3.39 -0.06
H 1.89 3.08 -0.69
H 1.68 4.75 -1.29
H 2.38 3.52 -2.36
H -0.18 -0.40 1.14
H 0.40 -0.90 0.79
P -0.22 -1.90 2.12
C 0.39 -3.49 1.51
C 0.58 -1.45 3.67
C -2.00 -2.07 2.25
C 1.55 -3.32 0.53
H -0.46 -3.91 0.94
C 0.76 -4.44 2.65
H 1.63 -4.07 3.21
H 1.04 -5.41 2.22
H -0.07 -4.63 3.35
H 1.20 -2.90 -0.42
H 1.96 -4.31 0.30
H 2.36 -2.70 0.95
H -2.32 -2.52 1.29
C -2.69 -0.72 2.42
C -2.37 -3.07 3.37
H -2.13 -4.10 3.09
H -3.45 -3.03 3.54
H -1.88 -2.83 4.33
H -2.12 0.11 1.99
H -2.87 -0.49 3.47
H -3.67 -0.75 1.92
C 2.06 -1.13 3.45
H 0.50 -2.35 4.29
C -0.12 -0.31 4.41
H 2.63 -2.01 3.13
H 2.50 -0.79 4.41
H 2.19 -0.32 2.71
H -0.21 0.59 3.78
H 0.49 -0.05 5.29
H -1.11 -0.60 4.78
O -0.13 1.96 1.89
C 1.13 2.01 1.79
O 1.85 1.36 0.97
C 1.86 2.92 2.76
C 3.27 2.90 2.83
C 3.94 3.65 3.80
C 3.21 4.50 4.66
C 1.82 4.54 4.57
C 1.15 3.77 3.62
H 3.81 2.26 2.13
H 5.03 3.61 3.86
H 3.74 5.10 5.40
H 1.24 5.18 5.24
H 0.06 3.80 3.51

***

no.,energy (eV)
1,-152311.9419
2,-111448.6171
3,-66606.2390